{
  "formula": "C12H20OSi",
  "method": "ωB97M-V/def2-TZVPD",
  "elements": ["C", "C", "C", "C", "C", "C", "C", "C", "C", "C", "C", "C", "O", "Si", "H", "H", "H", "H", "H", "H", "H", "H", "H", "H", "H", "H", "H", "H", "H", "H", "H", "H", "H", "H"],
  "positions_angstrom": [[-1.832737, -0.560038, 2.513469], [-4.389528, -0.319328, -1.366100], [1.321746, -2.627026, 0.872688], [-1.716770, 0.264188, 1.425112], [-3.761262, -0.227664, -0.115934], [0.382408, -2.201118, 0.034165], [-0.481525, -0.757952, -1.671000], [-2.696619, 0.316604, 0.488712], [0.412125, -0.935076, -0.727262], [1.178398, 3.054546, -1.057313], [2.069010, 0.502348, 1.615724], [3.286583, 0.143664, -1.392651], [0.975207, 1.842318, -0.370454], [1.668074, 0.378066, -0.214214], [-1.351686, -0.448514, 3.446668], [-2.404447, -1.413838, 2.475624], [-5.358099, -0.784974, -1.443478], [-4.066332, 0.340736, -2.135906], [1.248481, -3.583312, 1.324415], [2.217720, -2.117250, 0.979251], [-0.918774, 1.033840, 1.391455], [-4.421767, -0.386092, 0.721020], [-0.481640, -2.809230, -0.052084], [-1.270782, -1.318886, -2.212136], [-0.548128, 0.215680, -2.103555], [0.801230, 3.976256, -0.487237], [0.883636, 3.048858, -2.066745], [2.285470, 3.339748, -1.087875], [2.926577, 0.074370, 1.985614], [2.152519, 1.584276, 1.980969], [1.353749, 0.116065, 2.253766], [3.522800, -0.909714, -1.234199], [2.846144, 0.371747, -2.417191], [4.168226, 0.796704, -1.353333]],
  "forces_ev_per_a": [[0.886, 0.578, -0.562], [1.195, 0.391, 2.415], [-1.128, -0.372, -1.030], [0.801, 0.808, 0.329], [-2.256, -0.077, -2.244], [0.838, 0.294, 0.286], [-1.371, 1.330, -1.978], [1.099, 0.555, -0.313], [0.471, -1.425, 1.482], [2.519, 1.620, 2.112], [-0.198, 2.617, -0.578], [-2.307, 0.901, -0.127], [-0.983, 1.255, -0.831], [1.944, 0.657, -0.473], [0.833, 0.585, 0.620], [-1.674, -1.627, -0.263], [-0.033, 0.071, 0.114], [0.533, -0.203, -0.827], [-0.135, -0.634, 0.550], [1.630, 0.961, 0.420], [-0.669, -0.224, 0.155], [-0.715, -0.807, 0.643], [-0.891, -0.431, -0.353], [0.683, -0.761, 1.291], [0.378, 0.948, -0.395], [-0.266, -1.643, -0.737], [-0.917, -0.121, -1.189], [-0.975, -0.726, -0.026], [2.398, -1.284, 0.391], [-0.146, -1.148, -1.048], [-2.030, -1.010, 1.098], [0.274, 0.028, -0.547], [0.514, -0.869, 0.965], [-0.299, -0.239, 0.650]],
  "e_above_lowest_kcal_mol": 159.4,
  "total_energy_ha": -833.72528,
  "homo_energy_ha": [-0.2553, -0.2624],
  "e_lumo_ev": [-0.3, -0.6],
  "largest_force_ev_per_a": 3.7,
  "charge": 0
}

***

{
  "formula": "C12H21AlNO4",
  "method": "ωB97M-V/def2-TZVPD",
  "elements": ["Al", "C", "O", "C", "C", "O", "C", "C", "O", "C", "H", "H", "H", "H", "H", "H", "H", "H", "H", "H", "H", "H", "H", "H", "O", "C", "C", "C", "C", "C", "C", "N", "H", "H", "H", "H", "H", "H", "H"],
  "positions_angstrom": [[0.190064, -0.295880, 0.103114], [1.084493, 2.027624, -1.653372], [0.896465, 1.383996, -0.371118], [1.389461, 2.163126, 0.745469], [0.797707, 1.505530, 1.989739], [0.860308, 0.078443, 1.798666], [2.099216, -0.558310, 2.196676], [2.531126, -1.540260, 1.088260], [1.828780, -1.196426, -0.131235], [2.338717, -1.876257, -1.301198], [2.136216, 2.274059, -1.809322], [0.491712, 2.940845, -1.722044], [0.756493, 1.334839, -2.426999], [1.070738, 3.206725, 0.662935], [2.483028, 2.132757, 0.748644], [-0.264254, 1.751720, 2.102810], [1.317255, 1.808095, 2.904293], [1.943193, -1.082180, 3.146752], [2.869150, 0.202124, 2.350667], [2.301579, -2.575189, 1.362528], [3.611597, -1.464801, 0.913959], [2.136365, -2.949213, -1.258022], [3.417540, -1.723859, -1.391295], [1.842062, -1.444878, -2.171875], [-0.592880, -2.006820, 0.266599], [-1.966310, -2.203990, -0.125369], [-2.508757, -0.862763, -0.495890], [-3.821585, -0.683777, -0.896002], [-4.286773, 0.604624, -1.119983], [-3.410469, 1.676937, -0.943597], [-2.104754, 1.420990, -0.589303], [-1.639536, 0.164964, -0.369395], [-0.274346, -2.851878, 0.621484], [-2.550745, -2.620418, 0.704872], [-2.024549, -2.896960, -0.974261], [-4.475994, -1.535615, -1.013286], [-5.317322, 0.761671, -1.403151], [-3.743683, 2.694647, -1.092935], [-1.411307, 2.235756, -0.447812]],
  "forces_ev_per_a": [[0.014, -0.079, 0.066], [0.100, 0.261, -1.018], [-0.250, 0.007, 0.181], [0.369, 0.089, 0.812], [-0.219, 1.260, 0.087], [-0.541, -0.381, -0.092], [0.876, -0.515, 0.197], [0.242, -0.179, 0.628], [0.027, 0.377, 0.189], [0.274, -0.432, -0.972], [-0.037, -0.142, 0.184], [-0.024, -0.084, 0.207], [0.007, -0.016, 0.044], [-0.057, -0.162, -0.077], [-0.080, -0.033, -0.153], [0.154, -0.097, 0.036], [-0.087, -0.164, -0.154], [-0.074, 0.164, -0.235], [-0.252, 0.052, -0.095], [-0.032, 0.087, -0.170], [-0.275, -0.006, -0.036], [-0.076, 0.127, 0.168], [-0.188, 0.136, 0.148], [0.047, -0.034, 0.072], [-0.069, -0.393, 0.124], [-1.161, -0.263, -0.377], [-0.199, 0.104, -0.057], [0.246, 0.053, 0.101], [0.279, -0.095, 0.115], [0.106, -0.153, -0.024], [-0.282, 0.308, -0.065], [0.281, -0.103, 0.064], [0.382, 0.178, 0.001], [0.295, 0.048, -0.037], [0.187, 0.082, 0.179], [-0.029, -0.086, 0.040], [-0.066, 0.080, -0.067], [0.056, 0.021, 0.027], [0.056, -0.019, -0.041]],
  "total_energy_ha": -1067.05792,
  "homo_energy_ha": -0.7415,
  "e_lumo_ev": -10.2,
  "largest_force_ev_per_a": 1.3,
  "charge": 3
}

***

{
  "formula": "C12H21BFN4O10S",
  "method": "ωB97M-V/def2-TZVPD",
  "elements": ["F", "B", "O", "C", "C", "S", "C", "C", "C", "C", "C", "C", "O", "H", "H", "H", "H", "H", "H", "H", "H", "H", "C", "N", "O", "O", "H", "H", "H", "C", "N", "O", "O", "H", "H", "H", "C", "N", "O", "O", "H", "H", "H", "C", "N", "O", "O", "H", "H", "H"],
  "positions_angstrom": [[2.966167, -1.410454, 0.741672], [1.630908, -0.920702, 0.706943], [1.326365, -0.174592, 1.966187], [1.584600, 1.159007, 1.581475], [0.835875, 1.202008, 0.254875], [1.126032, 2.673450, -0.776404], [-0.650330, 0.968342, 0.450426], [-1.313718, 0.176121, -0.483051], [-2.673535, -0.095815, -0.392364], [-3.391854, 0.467473, 0.652646], [-2.759988, 1.286759, 1.586862], [-1.392546, 1.525093, 1.490519], [1.432855, 0.090341, -0.378076], [0.802469, -1.824464, 0.573259], [1.326921, 1.913068, 2.321543], [2.664363, 1.216809, 1.407639], [2.376778, 2.445640, -1.196119], [-0.716578, -0.258590, -1.270245], [-3.096423, -0.738366, -1.143927], [-4.453461, 0.279076, 0.748548], [-3.307576, 1.754589, 2.389098], [-0.946162, 2.157776, 2.238237], [3.108599, -4.331950, 0.471577], [2.161061, -5.479818, 0.472118], [1.712024, -5.855744, 1.533864], [1.900923, -5.982439, -0.604564], [3.243592, -3.991718, 1.489231], [4.039531, -4.694468, 0.044013], [2.679636, -3.541578, -0.135243], [-0.666402, -2.826381, -3.844246], [-1.760277, -2.581947, -2.866063], [-2.734784, -1.957411, -3.245516], [-1.595332, -3.021380, -1.755191], [-0.945155, -2.377459, -4.790056], [0.232889, -2.371650, -3.438288], [-0.547357, -3.901702, -3.933124], [-1.488628, 1.103470, 6.285787], [-0.943632, 1.542010, 4.971572], [0.091244, 1.051837, 4.601911], [-1.596906, 2.375207, 4.367538], [-0.812309, 0.368470, 6.705471], [-1.560532, 1.983730, 6.917146], [-2.470742, 0.677666, 6.104482], [0.700467, 4.333722, -4.037246], [0.586411, 4.190323, -5.515662], [-0.272181, 3.456893, -5.954395], [1.370080, 4.827576, -6.191669], [-0.051732, 3.714897, -3.563997], [1.697774, 4.013694, -3.754275], [0.550577, 5.383582, -3.804917]],
  "forces_ev_per_a": [[0.190, 0.065, -0.348], [-0.970, -0.287, 0.598], [0.213, 0.276, -0.116], [0.203, -0.392, 0.376], [1.277, -0.968, 0.027], [-0.499, 0.738, -0.188], [-0.679, 0.412, -0.336], [0.087, 0.000, 0.095], [0.672, 0.390, 0.280], [-0.258, 0.086, 0.149], [0.345, -0.275, -0.470], [-0.073, 0.061, -0.298], [-0.071, 0.160, -0.222], [0.354, -0.269, -0.009], [-0.410, -0.135, 0.211], [0.067, 0.613, -0.354], [0.061, -0.349, 0.282], [0.033, -0.055, -0.077], [-0.402, -0.088, 0.023], [-0.080, -0.033, -0.026], [-0.176, -0.026, 0.124], [0.251, 0.011, -0.076], [-0.004, 0.006, 0.083], [0.083, 0.059, 0.001], [-0.014, -0.055, 0.035], [-0.013, -0.039, -0.060], [-0.089, 0.033, 0.011], [-0.036, 0.003, -0.082], [-0.014, 0.017, 0.029], [0.037, 0.121, -0.160], [0.088, 0.036, -0.081], [-0.022, -0.049, -0.043], [-0.124, -0.101, 0.123], [-0.040, 0.024, 0.020], [0.012, -0.062, 0.068], [0.055, -0.008, 0.089], [0.022, -0.154, 0.059], [-0.194, 0.035, 0.076], [0.201, 0.054, -0.058], [0.008, 0.101, 0.311], [0.027, -0.006, -0.041], [-0.070, 0.026, -0.039], [-0.032, 0.069, -0.007], [-0.181, -0.101, 0.093], [0.007, 0.016, 0.074], [-0.031, -0.016, -0.038], [0.045, 0.035, -0.037], [0.019, -0.058, -0.032], [0.031, 0.052, -0.016], [0.096, 0.025, -0.021]],
  "e_above_lowest_kcal_mol": 0.0,
  "total_energy_ha": -1963.97958,
  "homo_energy_ha": -0.2011,
  "e_lumo_ev": 2.3,
  "largest_force_ev_per_a": 1.6,
  "charge": -1
}